ORCA calculation (ωB97M-V with the def2-TZVPD basis set) on a gas-phase ion, C9H9O2S2 (charge -1).

Calculated values
**Kohn-Sham gap**: 7.61 eV
**F_max**: 0.042 Eh/bohr
**Energy above the lowest of the compared OMol25 structures with the same formula, charge and spin**: 0.000 eV
**SMILES**: CS[C@@](S)(C(=O)[O-])c1ccccc1
**Lowest unoccupied orbital energy**: 3.19 eV
**HOMO**: -4.42 eV
**E_tot**: -35246.31678 eV
**Net charge**: -1

Each line ends with the Mulliken charge.
CARTESIAN COORDINATES (ANGSTROEM)
C 0.485 -2.709 -0.688  -0.77
S 1.717 -1.437 -1.144  -0.10
C 1.386 -0.201 0.143  0.59
S 2.036 -0.759 1.735  -0.38
C 2.356 1.263 -0.340  0.58
O 3.200 1.516 0.494  -0.72
O 1.972 1.728 -1.381  -0.61
C -0.021 0.236 0.152  -0.08
C -0.625 0.588 -1.059  -0.36
C -1.899 1.115 -1.084  -0.68
C -2.618 1.277 0.090  -0.34
C -2.038 0.912 1.292  -0.57
C -0.752 0.407 1.326  -0.40
H 0.406 -2.736 0.396  0.24
H 0.846 -3.664 -1.062  0.35
H -0.478 -2.468 -1.135  0.22
H 2.953 0.219 1.711  0.21
H -0.069 0.467 -1.976  0.41
H -2.340 1.405 -2.030  0.34
H -3.620 1.683 0.068  0.36
H -2.589 1.025 2.218  0.36
H -0.308 0.134 2.273  0.33